Computed, not measured: a 2-piece molecular cluster, BrH3P2 overall, with ωB97M-V/def2-TZVPD.

Each atom is followed by the atoms it is bonded to, with distances in Å.
Positions of all 6 atoms, in Å:
1 P -0.2715 0.9474 -0.0476  P2 2.100, H4 1.395, H5 1.406
2 P -1.3711 -0.7271 0.5840  P1 2.100, Br3 2.185
3 Br -3.3351 -0.0183 -0.0597  P2 2.185
4 H -0.5955 1.6400 1.1193  P1 1.395
5 H 0.8385 0.2220 0.4202  P1 1.406
6 H -0.8041 -1.4214 -1.8186  no bonds

As for the spin multiplicity: 1. The calculation puts the HOMO energy (alpha / beta) at -8.426 / -9.509 eV. The value obtained for the LUMO energy (alpha / beta) is -0.94 / -1.35 eV. For the energy above the lowest of the compared OMol25 structures with the same formula, charge and spin, the calculation gives 3.0828 eV.